Record 1
The following is a quantum chemistry calculation of the ion C2H2FO2S with charge -1 at a distorted geometry, from the Open Molecules 2025 dataset.

Atoms and positions in Å:
C: -0.1671 -1.0060 0.7630
C: -0.4854 -0.0432 -0.0258
O: 1.7622 1.3365 -0.2893
O: 0.0253 1.8216 -1.9505
F: -1.1124 -1.5728 1.5564
S: 0.7781 0.7350 -1.2514
H: 0.7325 -1.7050 0.9584
H: -1.5332 0.4339 0.2391

Results
Energy above the lowest of the compared OMol25 structures with the same formula, charge and spin (kJ/mol): 168.6
Total charge: -1
LUMO (eV): 4.2

Record 2
The following is a quantum chemistry calculation of the ion C2H2FO3P with charge -2 at a distorted geometry, from the Open Molecules 2025 dataset.

Atoms and positions in Å:
C: -0.3458 1.4855 0.5254
C: -0.7621 0.0407 0.1338
O: 1.2258 -1.6349 0.8260
O: 1.5127 -0.2290 -1.2117
O: -0.0071 -2.2973 -1.3878
F: -1.9481 -0.3545 0.5750
P: 0.6323 -1.1978 -0.5124
H: 0.6458 1.7719 0.1013
H: -0.9537 2.4154 0.9503

Results
Energy above the lowest of the compared OMol25 structures with the same formula, charge and spin (kJ/mol): 127.4
Total charge: -2
LUMO (eV): 7.2

Record 3
The following is a quantum chemistry calculation of a cluster of 2 separate species, C2H2FOP in total at a distorted geometry, from the Open Molecules 2025 dataset.

Atoms and positions in Å:
C: -1.1254 -1.3937 -0.1170
C: 0.9824 0.9588 -0.0082
O: 0.6876 1.2476 -1.1049
F: 0.4010 1.5129 1.0634
P: -2.4663 -0.6416 0.0481
H: 1.7406 0.2404 0.3287
H: -0.2199 -1.9244 -0.2101

Results
Energy above the lowest of the compared OMol25 structures with the same formula, charge and spin (kJ/mol): 288.0
LUMO (spin up / spin down) (eV): 0.2 / -3.0
Spin multiplicity: 3